Entry from OMol25: a cluster of 2 separate species, C6H10O in total in a non-equilibrium geometry (ωB97M-V/def2-TZVPD).

Geometry (Å):
H: -1.01443 0.77691 -1.34436
H: 1.61274 -0.91153 0.10351
H: -1.48766 -2.36574 -1.47952
C: -0.66051 -0.01913 0.67372
C: 1.41018 1.14911 0.36617
H: -1.71385 1.78965 -0.08902
C: -0.85560 1.14175 -0.31551
H: 2.43254 1.50531 0.46092
H: -0.47932 -2.74013 0.05380
C: 0.98677 -0.24840 0.74166
H: 0.56203 2.90028 -0.50547
O: 0.37815 -1.64639 -1.44860
H: -0.89561 0.34102 1.68091
C: 0.44622 1.87290 -0.19234
H: 1.29408 -0.54440 1.75295
H: -1.48694 -0.74469 0.48736
C: -0.52880 -2.25652 -0.94620

total charge = 0
energy relative to the best compared isomer or geometry (same formula, charge and spin) = 2.003 eV
SMILES = C1=CCCC1.C=O
M = 98.145 g mol⁻¹
electronic energy = -309.768754 Ha
lowest unoccupied orbital energy = 0.956 eV
Kohn-Sham gap = 9.81 eV

Entry from OMol25: a structure of composition C52H63IIrNO4P2S2Si in a non-equilibrium geometry (ωB97M-V/def2-TZVPD).

Geometry (Å):
C: 0.46685 -3.31008 -2.20705
H: -2.39691 4.53985 1.31476
O: 1.21104 -1.35591 -5.35749
C: 0.46984 -3.09842 0.19687
H: 4.29798 3.61822 -3.64233
H: -1.32976 2.26052 -3.15063
H: 3.76249 -2.47557 4.19616
H: 0.44835 6.03313 3.30757
C: 1.86021 6.61569 -3.46764
H: -4.74851 1.49518 -0.86981
C: 3.36306 -1.70368 -2.45609
C: 3.13668 6.77478 -3.98382
H: -2.60639 -3.73867 2.02628
H: -3.86458 3.60728 0.04788
H: -4.95421 2.99156 -3.52009
H: -3.13100 -2.61125 -0.16280
C: -4.37970 -0.04533 1.65005
H: -3.28433 1.25019 -4.26845
H: 5.25066 -3.79793 -5.13091
C: 0.40025 -5.06935 3.03156
P: -1.36685 1.95188 -0.34933
C: 0.74982 -0.89158 4.77866
H: 0.15888 -1.81049 4.86285
H: 0.47112 5.18622 -2.65045
C: -1.84358 3.81390 1.91962
C: 1.43003 -4.30308 -2.14399
H: 2.80933 -0.29219 4.94390
H: -5.52536 1.34769 -3.20156
H: 2.13495 -3.16041 4.17032
C: 2.34468 4.28036 -3.11506
C: 2.70811 -2.24142 4.02780
C: 3.58581 -2.50926 -4.71056
C: -0.58742 -3.92136 2.80336
O: 2.74811 2.03456 -2.45726
C: 2.21878 -1.20936 5.04186
H: -0.84841 -3.48792 3.77789
C: 1.97310 -4.64655 -0.91874
H: -0.46082 -0.07431 3.18134
H: -1.62650 -4.97338 1.23157
H: 0.58398 -5.58182 2.08522
C: -2.37199 3.07993 -1.44939
H: 3.18333 -2.53118 -5.71401
C: -3.81046 3.43928 -1.02939
S: 3.71308 2.46372 1.38951
H: -2.51060 3.50319 -3.56083
H: -3.08721 -1.24078 -2.85651
C: -2.07504 -1.63766 -2.90974
N: 1.45147 1.31025 0.25247
H: 2.78070 -5.36650 -0.85882
H: -3.17556 0.69432 -2.59535
H: 1.16253 0.62216 3.31122
C: 2.52742 -1.73569 2.59504
H: 2.84038 -2.48891 1.87181
H: -2.13663 -2.72648 -2.92949
C: 0.91551 4.81149 1.58644
C: -2.32594 2.63152 -2.92224
C: -3.23902 -1.61145 0.24758
H: 0.87443 3.57014 -0.17770
H: -4.05556 4.39016 -1.51648
H: 2.35875 -1.59038 6.05746
H: 0.37160 -0.18241 5.51996
H: -5.16914 0.19348 2.35244
H: -1.90145 -7.41930 4.12505
C: -4.87248 2.41521 -1.44178
H: -0.28468 2.35981 1.69758
C: 1.49741 -4.04288 0.23486
H: 3.18606 -0.87110 2.44696
H: -3.66673 1.95345 1.58807
C: 0.17294 4.07633 0.47417
H: 0.09594 -3.00289 -3.17886
C: -1.47047 -6.69676 3.42690
C: 2.43536 1.79184 0.68566
C: -0.19633 -6.08871 4.00891
O: 0.66122 2.77185 -2.39886
H: 0.53674 -6.87306 4.21571
C: -0.07878 5.54073 2.48670
C: -0.03282 -2.68458 -1.05754
C: 3.62473 4.46515 -3.61752
H: -1.77051 3.99114 -1.38428
H: 1.18853 7.46043 -3.39677
C: 1.91404 2.92072 -2.63257
H: -0.36475 4.81796 -0.12844
C: -2.48009 -5.59288 3.11886
C: 4.72554 -3.21656 -4.38309
Si: -1.01892 -1.09008 -1.42801
C: -2.33860 -0.62330 -0.16176
H: -0.59617 3.82463 3.67353
C: 1.10051 -1.27204 2.28689
H: -1.63165 -1.30995 -3.85512
C: 2.88615 -1.75905 -3.76350
P: -0.27993 -2.40343 1.72551
H: 4.89930 -2.35345 -1.11213
H: -2.56112 3.14371 2.38818
C: -4.76891 2.08751 -2.92801
C: -3.51643 0.94862 1.22700
C: -3.36930 1.56313 -3.22599
H: -1.83169 5.08826 3.66076
H: 1.61971 5.52043 1.14633
O: 1.01206 -0.30372 -3.42507
H: 1.78564 -4.76880 -3.05517
H: -1.22184 -7.23052 2.50352
S: 2.66317 -0.86134 -1.10186
H: -3.37474 -6.01793 2.65535
H: -5.86103 2.82037 -1.20804
C: 4.53338 -2.40879 -2.13173
H: 1.49515 4.09723 2.17468
H: 1.35471 -4.71404 3.41825
C: 4.02543 5.71501 -4.06803
C: -0.83338 3.05565 1.05235
H: 1.15065 -0.69459 1.35751
Ir: 0.69355 0.63098 -1.56587
C: -2.49058 0.66966 0.31322
H: -2.78553 -5.12041 4.05929
C: 1.46408 5.35403 -3.04649
C: -4.24772 -1.33766 1.14908
H: 6.08726 -3.71573 -2.78662
H: -0.59598 6.31332 1.90568
C: -1.10522 4.55797 3.03896
C: 0.59042 -0.31248 3.37398
H: 5.01636 5.85846 -4.47630
H: -0.43151 -5.59596 4.95912
C: -1.87334 -4.52877 2.20309
H: -4.93131 -2.11911 1.45901
C: 1.61759 -1.09563 -4.23140
C: 5.19873 -3.16534 -3.07362
H: 1.96025 -4.28843 1.17920
I: 3.73955 8.67580 -4.65088

total charge = -1
energy relative to the best compared isomer or geometry (same formula, charge and spin) = 0.000 eV
⟨S²⟩ = 0.77
M = 1239.368 g mol⁻¹
electronic energy = -4545.808531 Ha
lowest unoccupied orbital energy (spin up / spin down) = 1.980 / 1.377 eV
spin multiplicity = 2
Kohn-Sham gap (spin up / spin down) = 6.80 / 6.27 eV

Entry from OMol25: a structure of composition C13H10AuNOS in a non-equilibrium geometry (ωB97M-V/def2-TZVPD).

Geometry (Å):
C: -1.55530 -0.79628 3.26704
H: 0.96255 -3.06704 3.17064
H: -1.45740 1.86539 -1.20508
H: 0.71218 -2.64972 0.74250
C: 0.09161 -2.12381 1.45768
C: -0.38652 1.72701 -1.14897
H: 0.12331 3.76222 -1.58139
C: -0.59540 -1.69340 3.71912
O: -2.39240 -0.32261 -0.94346
H: -0.49205 -1.88375 4.77912
C: -0.85631 -1.20926 1.02816
C: -1.69664 -0.54719 1.91075
H: 3.43332 1.09751 -1.06239
C: 2.36606 1.27260 -1.07625
H: -2.19771 -0.29047 3.97570
S: -1.02457 -0.87333 -0.70606
N: 0.02082 0.72715 -5.65854
C: -0.32713 -0.05250 -4.88420
H: 1.87271 -0.78062 -0.69400
Au: -0.92934 -1.30958 -3.48199
C: 0.22523 -2.35798 2.81885
C: 1.49339 0.21925 -0.86596
C: 0.12830 0.46837 -0.89472
H: -2.44555 0.13407 1.52925
C: 0.50288 2.77280 -1.36440
H: 2.55500 3.36393 -1.50598
C: 1.86896 2.54724 -1.32542

total charge = 0
energy relative to the best compared isomer or geometry (same formula, charge and spin) = 0.095 eV
M = 425.263 g mol⁻¹
electronic energy = -1165.177724 Ha
lowest unoccupied orbital energy = -0.792 eV
Kohn-Sham gap = 8.71 eV

Entry from OMol25: a structure of composition C4H8O2 (ωB97M-V/def2-TZVPD).

Geometry (Å):
O: 0.08964 1.97200 -0.21271
H: -0.15956 -0.59765 2.24979
H: -1.40807 1.72361 -1.65715
C: 0.31500 -1.95768 0.58445
O: -0.99051 0.08495 0.19144
C: -0.32339 1.06356 0.67924
H: -0.68397 -2.39556 0.53884
H: 1.32701 -0.20931 1.32350
H: 0.96772 -2.62027 1.16905
C: 0.31142 -0.60303 1.27322
H: 0.72035 -1.89518 -0.42903
C: -0.32132 1.80802 -1.58300
H: 0.13294 0.92003 -2.03222
H: 0.02273 2.70651 -2.09543

total charge = 0
energy relative to the best compared isomer or geometry (same formula, charge and spin) = 4.984 eV
M = 88.106 g mol⁻¹
electronic energy = -307.529281 Ha
lowest unoccupied orbital energy = 0.783 eV
Kohn-Sham gap = 9.02 eV

Entry from OMol25: a structure of composition C9H13CrN in a non-equilibrium geometry (ωB97M-V/def2-TZVPD).

Geometry (Å):
Cr: 0.43980 -0.10337 0.37252
C: -1.66618 -1.04061 -0.45876
H: -0.02884 -2.47017 -0.88770
H: 2.65596 1.59587 1.43302
H: -1.40709 2.23770 -0.11112
H: -2.86453 -1.10461 -2.19788
C: -0.37941 1.89093 -0.03982
H: 0.17129 1.41443 -2.18209
H: 0.81262 -2.29994 1.72125
H: 2.10482 -1.13230 2.17304
H: 0.10779 2.22643 2.15409
C: 1.78862 1.25776 -0.62698
C: 0.45522 1.45637 -1.13526
H: -3.63178 -0.18977 -0.68995
C: -2.83969 -0.78975 -1.15798
H: 2.67708 1.06370 -1.22318
N: -1.41373 -0.75564 0.82278
H: -0.34735 -1.23678 -2.19058
H: 2.20085 -2.02187 0.62540
C: -0.35864 -1.43750 -1.11421
H: -2.19437 -0.49103 1.44020
C: 1.77879 1.55727 0.77906
C: 1.50904 -1.53724 1.33683
C: 0.42973 1.91012 1.15735

total charge = -2
⟨S²⟩ = 6.06
M = 187.206 g mol⁻¹
electronic energy = -1449.768949 Ha
lowest unoccupied orbital energy (spin up / spin down) = 5.146 / 5.645 eV
spin multiplicity = 5
Kohn-Sham gap (spin up / spin down) = 1.70 / 6.05 eV